(1)
87
Properties=species:S:1:pos:R:3:forces:R:3:lowdin_spin:R:1 method="wB97M-V/def2-TZVPD" multiplicity=3 homo_energy_ev="-6.558 / -6.526" orbital_gap_ev="6.16 / 6.13" e_lumo_ha="-0.01460 / -0.01460" s_squared=2.0043
Ni 0.417 -0.245 0.707 0.139 1.734 -2.219 1.726
C 0.050 -2.290 3.810 -0.586 -1.214 1.913 0.009
C 0.559 -1.515 2.834 -2.934 0.785 1.095 0.004
C 1.758 -1.863 2.131 1.926 -2.254 -1.404 0.007
O 1.982 -1.300 0.956 0.107 0.259 0.890 0.075
C 2.452 -2.972 2.540 0.966 -0.673 0.537 -0.001
C 2.063 -3.846 3.669 -1.334 0.622 0.100 0.000
C 0.721 -3.441 4.388 0.332 -1.433 1.370 0.002
O 0.359 -4.167 5.352 0.294 2.296 -2.414 0.007
O 2.544 -4.895 4.043 0.872 0.347 -0.734 -0.002
O -0.192 -0.507 2.395 0.629 -0.414 1.012 0.081
H -0.942 -2.122 4.227 0.162 0.420 -0.243 0.001
H 3.309 -3.338 1.964 -0.342 0.247 0.100 0.000
C -6.174 -0.652 -2.531 -2.179 -0.849 0.339 0.000
C -6.021 0.901 -2.364 1.563 -1.413 0.315 0.000
O -4.539 1.045 -2.206 -0.926 -1.378 -1.212 0.000
S -3.978 -0.130 -3.222 3.414 -0.138 -1.715 0.000
O -2.624 -0.504 -3.027 0.033 -0.138 2.293 0.000
O -4.064 0.282 -4.605 -2.835 0.070 0.966 0.000
O -4.917 -1.365 -2.724 -0.288 3.322 -0.728 0.000
H -6.863 -0.820 -3.366 0.449 -0.175 -0.132 0.000
H -6.653 -1.141 -1.681 0.244 0.278 0.155 0.000
H -6.532 1.278 -1.475 0.372 -0.004 -0.167 0.000
H -6.352 1.379 -3.274 0.110 0.411 -0.070 0.000
C -5.328 -2.553 0.847 -0.184 -0.211 0.213 0.000
N -3.885 -2.575 0.589 -0.128 1.503 0.784 0.000
O -3.494 -3.197 -0.365 0.584 -0.474 -0.315 0.000
O -3.243 -1.853 1.324 0.658 -0.398 -0.227 0.000
H -5.520 -2.990 1.813 0.076 -0.543 0.218 0.000
H -5.728 -3.125 0.030 -0.827 0.096 -0.118 0.000
H -5.618 -1.515 0.982 -0.120 0.028 -0.595 0.000
C 2.480 0.943 -3.273 0.953 0.239 0.895 0.001
N 1.547 0.281 -2.334 -1.557 -1.395 -2.219 0.001
O 0.924 -0.675 -2.793 0.817 0.533 0.717 0.001
O 1.315 0.806 -1.269 0.300 -0.170 0.782 0.013
H 2.661 1.866 -2.739 0.056 0.592 -0.727 0.000
H 2.080 0.953 -4.276 -0.542 0.376 0.171 0.000
H 3.427 0.418 -3.330 -0.054 -0.472 0.428 0.000
C -0.745 -3.233 -1.930 -0.083 0.342 -0.839 0.002
N -0.525 -2.662 -0.630 1.861 -2.901 2.216 0.002
O -0.550 -1.459 -0.553 -0.539 1.011 0.223 0.037
O -0.182 -3.451 0.268 -0.887 1.992 -1.342 0.001
H -1.052 -4.249 -1.756 -0.622 -0.104 -0.391 0.000
H 0.210 -3.233 -2.426 0.626 -0.061 0.012 0.000
H -1.321 -2.494 -2.481 -0.634 -0.584 -0.075 0.000
C 1.673 2.276 5.562 -0.107 -0.005 0.355 0.000
N 2.420 1.221 4.818 -1.004 3.613 -0.327 0.000
O 2.852 0.360 5.473 1.370 -3.097 1.137 0.000
O 2.637 1.479 3.652 0.240 -0.576 -0.816 0.000
H 1.215 1.808 6.415 -0.670 -0.384 -0.013 0.000
H 0.990 2.764 4.868 0.169 0.146 0.316 0.000
H 2.426 2.902 6.050 0.001 0.271 -0.710 0.000
C -2.137 2.918 -4.741 0.120 -0.259 -0.004 0.000
N -0.791 2.404 -4.275 -1.147 0.718 -2.173 0.000
O -0.096 1.905 -5.120 0.608 -0.857 -0.711 0.000
O -0.454 2.658 -3.166 0.322 0.113 1.936 0.000
H -1.996 3.588 -5.579 0.506 0.390 0.179 0.000
H -2.507 3.392 -3.857 -0.671 0.346 0.168 0.000
H -2.789 2.154 -5.159 0.313 -0.465 0.572 0.000
C 2.087 4.000 1.701 -0.491 -0.240 0.223 0.001
N 1.061 2.863 1.757 1.663 2.557 -0.883 0.001
O 0.136 2.987 2.484 -1.760 0.141 1.691 0.002
O 1.234 1.988 0.980 0.368 -2.116 -1.282 0.011
H 2.985 3.598 2.164 -0.083 0.185 0.160 0.000
H 1.614 4.840 2.194 0.241 -0.052 0.475 0.000
H 2.297 4.311 0.682 -0.183 -0.594 -0.204 0.000
C -3.386 2.063 1.299 1.208 -0.432 -0.831 0.001
N -2.202 1.942 0.321 -0.934 -3.829 2.474 0.004
O -1.837 2.930 -0.173 1.192 2.665 -1.786 0.008
O -1.655 0.833 0.252 -0.598 0.907 -0.210 0.007
H -3.505 3.121 1.270 -0.774 0.602 0.426 0.000
H -3.004 1.680 2.230 0.142 -0.001 0.383 0.000
H -4.235 1.463 1.000 0.032 0.047 -0.381 0.000
C 4.872 -2.591 -0.508 -0.569 0.962 0.201 0.000
N 4.353 -2.728 -1.870 -0.415 -2.060 -0.841 0.000
O 3.898 -1.735 -2.377 -0.110 0.452 -0.484 0.000
O 4.290 -3.861 -2.376 0.373 1.507 0.718 0.000
H 5.198 -1.567 -0.411 0.514 0.153 -0.137 0.000
H 5.619 -3.326 -0.280 -0.023 -0.401 0.117 0.000
H 3.956 -2.577 0.082 0.075 -0.568 0.391 0.000
C 6.034 2.389 0.313 0.409 -0.020 -0.403 0.000
N 4.955 1.516 -0.226 2.182 1.548 0.152 0.000
O 5.230 0.935 -1.243 -0.578 -0.946 -0.861 0.000
O 3.936 1.562 0.379 -1.848 -0.631 0.305 0.000
H 5.911 2.361 1.386 0.258 0.340 0.147 0.000
H 5.911 3.368 -0.150 -0.336 0.056 0.368 0.000
H 6.987 2.030 -0.061 0.053 -0.292 0.304 0.000

(2)
67
Properties=species:S:1:pos:R:3:forces:R:3:nbo_charge:R:1 method="wB97M-V/def2-TZVPD" homo_energy_ev=-10.573 orbital_gap_ev=10.32 smiles="CC[C@H](F)BCC(=O)O.COC(=O)OC.COC(=O)OC.COC(=O)OC.COC(=O)OC" e_lumo_ha=-0.00919
C -0.702 -1.203 -1.719 -0.590 0.062 0.741 -0.633
C -0.009 -0.437 -0.440 0.458 -0.426 -0.351 -0.428
C 1.308 -1.260 0.179 -1.075 0.090 0.356 -0.133
F 0.832 -1.769 1.520 1.010 0.652 -2.216 -0.414
B 2.518 -0.172 0.414 -0.392 -0.952 -0.505 0.679
C 3.573 0.387 -0.716 0.595 -0.136 -0.859 -0.884
C 4.166 -0.749 -1.738 3.290 -4.249 0.158 0.792
O 4.883 -1.815 -1.361 -4.594 7.472 -1.975 -0.587
O 3.961 -0.597 -3.217 -0.678 1.650 4.009 -0.697
H -0.806 -2.370 -1.490 0.506 2.587 -0.637 0.230
H -1.829 -0.816 -1.792 2.602 -0.707 -0.196 0.225
H -0.092 -0.982 -2.701 -1.422 -0.683 1.926 0.217
H 0.427 0.612 -0.778 -1.349 -1.873 0.659 0.191
H -0.834 -0.318 0.403 2.137 -0.118 -1.612 0.249
H 1.598 -2.200 -0.458 -0.754 1.689 1.232 0.219
H 2.613 0.291 1.514 -0.114 0.037 -0.245 -0.053
H 2.993 1.207 -1.347 1.350 -1.445 1.303 0.255
H 4.482 0.868 -0.110 -1.903 -1.009 -1.722 0.293
H 3.463 0.283 -3.352 1.092 -1.976 0.331 0.483
C -0.592 -0.585 4.630 0.321 -0.581 0.080 -0.262
O -1.233 0.658 4.350 0.483 1.113 -0.069 -0.498
C -0.396 1.726 4.333 0.456 -0.198 0.099 0.980
O 0.809 1.696 4.530 -1.744 0.095 -0.306 -0.638
O -1.131 2.833 4.057 0.367 -0.908 0.171 -0.500
C -0.376 4.041 4.006 0.242 0.450 -0.001 -0.255
H -1.355 -1.368 4.619 -0.044 0.384 -0.069 0.195
H 0.151 -0.818 3.861 -0.049 0.106 0.216 0.209
H -0.132 -0.567 5.623 0.037 0.072 -0.239 0.189
H 0.376 3.993 3.212 -0.023 -0.052 0.260 0.190
H 0.094 4.244 4.974 0.049 -0.115 -0.243 0.196
H -1.064 4.860 3.779 -0.069 -0.350 0.043 0.194
C -5.304 -3.050 -1.965 0.076 0.205 0.470 -0.257
O -5.585 -3.669 -3.218 0.679 -0.021 -0.835 -0.496
C -4.578 -3.579 -4.124 0.387 0.177 0.039 0.981
O -3.502 -3.030 -3.947 -1.539 -0.762 -0.238 -0.640
O -4.977 -4.204 -5.260 0.131 0.460 1.005 -0.496
C -4.011 -4.188 -6.309 0.355 -0.016 -0.414 -0.257
H -6.176 -3.183 -1.319 0.053 -0.121 -0.369 0.198
H -4.443 -3.526 -1.484 -0.056 0.196 -0.167 0.193
H -5.132 -1.976 -2.094 0.130 -0.225 -0.003 0.190
H -3.098 -4.709 -6.002 -0.111 0.247 0.004 0.194
H -3.788 -3.160 -6.613 0.081 -0.187 0.175 0.192
H -4.435 -4.715 -7.168 -0.166 0.065 0.351 0.197
C -3.118 7.514 4.252 -0.508 -0.196 -0.046 -0.259
O -1.783 7.984 4.423 0.405 0.884 -0.368 -0.500
C -1.541 9.196 3.863 -0.312 0.342 -0.264 0.980
O -2.350 9.878 3.253 1.194 -1.026 0.904 -0.635
O -0.245 9.518 4.099 -0.993 -0.458 -0.080 -0.497
C 0.154 10.778 3.563 0.180 0.483 -0.193 -0.257
H -3.198 6.538 4.739 0.302 0.225 -0.012 0.197
H -3.831 8.195 4.729 0.126 -0.049 -0.240 0.196
H -3.351 7.389 3.190 -0.015 0.191 0.190 0.193
H -0.428 11.590 4.011 -0.007 -0.175 -0.210 0.194
H 0.052 10.784 2.472 -0.145 0.055 0.224 0.193
H 1.208 10.933 3.810 -0.228 -0.308 0.092 0.197
C 3.023 -8.615 -2.662 0.071 -0.457 0.011 -0.256
O 2.728 -7.220 -2.693 0.636 0.620 0.031 -0.501
C 3.821 -6.417 -2.640 0.464 0.184 0.024 0.980
O 4.982 -6.790 -2.572 -1.685 0.445 -0.106 -0.640
O 3.399 -5.128 -2.677 0.078 -1.499 -0.033 -0.502
C 4.450 -4.165 -2.628 0.271 0.416 -0.102 -0.253
H 2.077 -9.161 -2.710 0.050 0.379 -0.001 0.193
H 3.629 -8.901 -3.528 0.035 0.082 0.255 0.191
H 3.528 -8.883 -1.729 0.062 0.077 -0.252 0.192
H 5.113 -4.273 -3.492 -0.015 -0.108 0.218 0.186
H 5.013 -4.255 -1.693 -0.084 -0.050 -0.306 0.197
H 3.998 -3.170 -2.663 -0.096 -0.755 -0.097 0.209

(3)
60
Properties=species:S:1:pos:R:3:forces:R:3:nbo_charge:R:1 method="wB97M-V/def2-TZVPD" homo_energy_ev=-8.528 orbital_gap_ev=8.74 e_lumo_ha=0.00783 de_lowest_kj_mol=1666.7
C -0.891 -0.768 -0.713 -0.226 -1.764 1.461 -0.756
C -0.776 -0.630 0.805 0.765 -0.645 -0.158 0.619
O -1.595 -1.051 1.596 -0.526 0.201 -0.464 -0.565
C 0.536 -0.074 1.332 -7.931 -0.086 -3.020 -0.785
H -1.298 0.138 -1.161 -0.700 -2.193 1.386 0.245
H -1.549 -1.591 -0.990 2.931 0.895 1.713 0.210
H 0.022 -1.072 -1.226 0.346 0.700 0.479 0.247
H 0.597 -0.336 2.389 -3.891 3.226 -1.427 0.252
H 0.593 0.997 1.138 -2.122 -1.246 0.196 0.255
H 1.294 -0.518 0.688 -0.759 -0.174 -0.035 0.218
O 1.781 -0.414 -2.229 0.668 4.031 0.924 -0.607
C 1.946 0.780 -1.874 0.562 -2.708 -0.222 0.825
O 0.949 1.656 -1.615 2.128 0.252 -0.282 -0.546
C -0.374 1.394 -1.854 -1.619 -0.347 -5.329 -0.108
C -0.990 2.341 -2.885 0.184 1.846 0.084 -0.665
C 3.343 1.455 -1.633 -0.886 -0.251 -0.413 -0.741
H -0.915 1.564 -0.923 0.337 -2.462 -2.443 0.165
H -0.463 0.395 -2.279 0.602 1.032 -0.541 0.215
H -1.018 3.377 -2.549 1.020 0.321 0.355 0.215
H -2.074 2.348 -2.999 -0.163 -1.478 -0.270 0.233
H -0.473 2.381 -3.844 -0.171 -0.423 -0.066 0.219
H 4.136 0.741 -1.856 -0.132 0.306 -0.397 0.249
H 3.518 1.851 -0.633 -0.084 -0.871 -0.306 0.246
H 3.361 2.414 -2.151 0.278 -0.386 -0.967 0.236
O 1.377 0.270 4.709 -0.334 -0.554 -0.687 -0.624
C 2.512 -0.121 4.542 -0.553 2.361 2.395 0.797
O 3.035 -0.566 3.478 2.485 -1.703 -2.014 -0.491
C 2.309 -0.705 2.266 2.266 -5.263 5.886 0.012
C 2.938 -1.669 1.387 0.284 -1.108 -0.678 -0.660
C 3.567 0.071 5.581 -0.403 -0.242 1.584 -0.714
H 2.309 0.333 1.931 -1.654 -10.581 6.765 0.006
H 1.284 -1.022 2.456 4.287 -2.561 1.964 0.196
H 2.148 -2.393 1.190 0.202 -0.041 -1.006 0.228
H 3.693 -2.292 1.867 0.457 0.607 -0.134 0.249
H 3.249 -1.063 0.536 0.572 -1.022 -0.661 0.214
H 4.201 -0.808 5.704 0.136 0.173 -0.198 0.228
H 3.012 0.225 6.506 0.195 -0.056 0.165 0.231
H 4.157 0.978 5.447 0.043 -0.168 -0.453 0.238
O -5.741 -3.395 -1.516 -0.147 0.952 1.142 -0.602
C -4.819 -3.402 -2.275 -1.034 -1.912 -1.696 0.798
O -3.741 -2.662 -2.306 -0.665 0.106 -0.117 -0.492
C -3.513 -1.841 -1.202 1.394 0.543 0.346 -0.048
C -4.109 -0.471 -1.277 -1.488 -0.169 0.560 -0.664
C -4.733 -4.425 -3.368 0.298 0.052 -0.155 -0.716
H -2.431 -1.796 -1.327 -3.437 -0.504 -0.198 0.156
H -3.759 -2.283 -0.236 0.004 -0.425 -0.216 0.202
H -4.295 -0.142 -2.300 0.310 0.233 0.093 0.217
H -3.632 0.260 -0.625 0.566 0.005 -0.375 0.221
H -5.068 -0.589 -0.774 -0.469 0.310 -0.374 0.231
H -5.572 -4.345 -4.059 0.022 -0.073 0.133 0.234
H -4.765 -5.377 -2.838 0.021 -0.184 -0.381 0.237
H -3.785 -4.270 -3.882 -0.176 -0.418 -0.191 0.221
Br 2.436 1.375 1.266 5.988 16.397 -6.890 0.222
C 1.991 3.071 0.474 0.876 1.811 0.652 -0.575
C 0.719 3.704 1.036 0.314 0.514 -1.108 -0.434
Br -0.805 2.847 0.144 -0.282 4.442 4.837 0.047
H 2.059 3.010 -0.612 -0.641 0.409 0.685 0.250
H 2.856 3.639 0.815 -0.199 0.641 -0.058 0.230
H 0.689 4.707 0.613 -0.086 0.089 0.282 0.232
H 0.567 3.768 2.114 0.237 -0.440 -0.155 0.244

(4)
57
Properties=species:S:1:pos:R:3:forces:R:3:nbo_charge:R:1 method="wB97M-V/def2-TZVPD" total_charge=+1 homo_energy_ev=-12.941 orbital_gap_ev=7.64 e_lumo_ha=-0.19465 de_lowest_kj_mol=0.0
C 0.735 1.654 -1.749 -0.528 0.435 0.007 -0.624
C 0.623 2.831 -0.721 0.220 0.428 -0.320 -0.401
C 1.983 3.314 -0.127 -0.504 -0.347 -0.311 -0.399
C 2.892 2.168 0.419 0.714 1.208 -0.150 -0.426
C 3.703 2.681 1.656 0.668 -0.288 0.343 -0.404
C 3.999 1.561 2.685 -0.779 -0.535 -0.130 -0.391
C 2.672 0.971 3.310 0.704 0.033 -0.751 -0.407
C 1.572 2.047 3.510 0.175 -0.283 1.096 -0.423
C 0.335 1.577 4.328 -0.535 0.509 -0.508 -0.395
C -0.760 0.879 3.450 0.302 -0.016 0.582 -0.400
C -0.183 -0.118 2.411 -0.141 0.193 0.874 -0.405
C -1.252 -0.986 1.674 1.227 0.166 -0.900 -0.405
C -1.320 -0.540 0.160 -0.287 -0.430 0.807 -0.436
C -1.427 -1.731 -0.851 -0.562 1.455 0.251 -0.234
N -0.206 -1.657 -1.754 -0.716 -0.302 0.387 -0.599
Br -0.390 -2.825 -3.227 0.492 0.088 0.100 0.331
H -0.147 0.983 -1.626 0.496 0.613 -0.249 0.147
H 0.661 2.076 -2.768 0.291 -0.405 0.389 0.236
H 1.663 1.063 -1.648 -0.336 0.259 -0.014 0.210
H -0.102 2.625 0.092 0.487 -0.202 -0.330 0.199
H 0.197 3.693 -1.276 0.059 -0.466 0.381 0.222
H 1.747 4.061 0.657 0.156 -0.497 -0.265 0.215
H 2.533 3.881 -0.906 -0.238 -0.345 0.363 0.212
H 2.360 1.215 0.598 0.010 0.539 0.201 0.185
H 3.646 1.964 -0.372 -0.469 -0.232 0.401 0.214
H 4.676 3.087 1.309 -0.535 -0.188 0.077 0.219
H 3.209 3.531 2.166 0.054 -0.504 -0.368 0.203
H 4.681 1.863 3.500 -0.252 0.151 -0.538 0.216
H 4.468 0.716 2.135 0.085 0.500 0.412 0.196
H 2.379 0.150 2.623 -0.179 0.549 0.485 0.182
H 2.944 0.464 4.258 -0.368 0.415 -0.326 0.218
H 1.220 2.510 2.566 0.247 -0.370 0.310 0.196
H 2.049 2.868 4.089 -0.244 -0.349 -0.353 0.219
H 0.593 0.974 5.219 0.146 0.089 -0.598 0.209
H -0.150 2.492 4.729 0.269 -0.511 -0.082 0.214
H -1.445 0.347 4.140 0.198 0.196 -0.425 0.210
H -1.349 1.691 2.979 0.206 -0.531 -0.094 0.197
H 0.526 -0.781 2.949 -0.490 0.267 -0.259 0.217
H 0.447 0.474 1.713 -0.477 -0.505 0.148 0.196
H -0.908 -2.040 1.695 -0.278 0.456 0.097 0.196
H -2.243 -0.951 2.156 0.427 0.090 -0.250 0.233
H -0.421 0.054 -0.119 -0.584 -0.442 0.598 0.215
H -2.182 0.151 0.081 0.429 -0.408 -0.454 0.248
H -2.295 -1.537 -1.503 0.379 -0.627 0.176 0.238
H -1.437 -2.725 -0.381 -0.090 0.385 -0.295 0.239
H -0.116 -0.699 -2.108 0.197 -0.054 -0.036 0.463
H 0.619 -1.881 -1.190 0.135 -0.054 -0.343 0.449
C -3.227 -3.930 -5.096 0.613 0.046 -0.208 -0.121
C -4.470 -4.133 -4.276 -0.560 0.324 -0.073 0.441
O -5.358 -4.726 -5.199 0.549 -0.034 0.394 -0.478
C -4.584 -5.409 -6.092 -0.274 -0.500 -0.647 0.957
O -4.986 -6.228 -6.837 0.008 0.044 -0.031 -0.518
O -3.279 -5.024 -6.004 -0.106 0.199 0.332 -0.481
F -4.988 -2.947 -3.860 0.045 -0.081 0.112 -0.328
H -3.247 -2.991 -5.656 -0.184 0.038 0.130 0.207
H -2.317 -3.963 -4.494 -0.181 -0.304 -0.220 0.169
H -4.340 -4.796 -3.416 -0.094 0.134 0.071 0.154

Short version: max |F| = 4.7, 9.0, 18.8, 1.6 eV/Å, in the order given.